The following is a DFT calculation (wB97M-V/def2-TZVPD) of a molecular structure, C10H20BaN2O2P2 at a distorted geometry.

Geometry as XYZ:
```
37
Properties=species:S:1:pos:R:3:forces:R:3:lowdin_charge:R:1
H -0.71811 -0.15656 -3.89932 -0.035 -0.171 0.149 0.09
H -3.02535 -0.88374 0.99943 0.026 -0.424 0.542 -0.11
H -0.29371 -1.45858 -2.78208 -0.139 0.174 0.076 0.08
C 1.72555 -1.64508 0.35766 1.120 -0.164 0.325 -0.21
H 0.31428 -3.71228 0.90951 -0.313 0.077 -0.656 0.14
H -0.98336 -1.02469 -0.39052 -0.865 2.277 -0.885 0.03
H -2.06053 -3.87519 0.25004 0.024 0.393 0.174 0.08
H -2.83769 1.36007 -2.04595 0.163 0.100 -0.189 0.10
H 1.98847 -2.40350 -0.41687 -0.382 0.266 0.633 0.14
C 1.56656 3.29740 0.53287 0.932 -0.461 -0.612 -0.50
O 2.09341 -0.19617 5.15053 -1.948 0.940 -2.629 0.07
H 2.92819 2.03209 -0.47382 -0.514 0.018 0.288 0.12
C -1.71975 -2.93864 0.71043 0.100 -1.136 0.262 -0.36
H -2.00853 -1.04220 -3.05657 0.219 0.143 0.038 0.10
C -0.99519 -0.62974 -2.94898 -0.157 -0.080 -0.353 -0.04
N 1.50436 0.84501 0.47706 -0.386 -0.989 0.457 -0.23
C -0.93831 0.41276 -1.85676 0.322 -0.313 0.637 -0.47
C 2.01858 2.02691 0.16984 0.141 1.363 -0.146 -0.35
C -0.31352 -2.81207 0.79167 2.148 1.148 -0.192 -0.22
P 0.25111 3.73772 1.65321 0.804 0.057 -0.649 0.73
H -1.55698 2.03562 -3.10849 -0.117 0.081 0.235 0.10
H 3.28567 -0.24269 -0.04340 -0.302 0.019 -0.001 0.12
H 0.11463 0.67582 -1.64701 -0.449 0.107 -0.192 0.11
H -1.57066 2.39746 -1.35704 -0.011 0.037 -0.167 0.07
C 1.40826 0.09996 4.27845 1.851 -0.962 2.570 0.00
P -2.88760 -2.10786 1.76678 -0.535 0.373 0.276 0.84
N 0.30610 -1.63773 0.67445 -1.063 -2.467 0.337 -0.15
H -0.84975 3.12294 0.90843 0.053 -0.290 0.700 -0.18
H 0.54185 2.68642 2.62500 -0.624 0.104 -0.286 -0.18
H 2.32739 -1.88979 1.26167 -0.498 0.020 -0.265 0.13
C 2.18869 -0.28847 -0.16733 -0.086 0.473 -0.123 -0.27
H 2.01585 -0.28072 -1.25650 -0.024 0.081 0.104 0.11
H -1.91731 -1.66469 2.76072 -0.560 -0.039 -0.550 -0.14
H 2.15675 4.10165 0.08051 -0.388 -0.102 0.463 0.03
Ba -0.81072 0.56364 1.80951 0.927 0.942 -0.154 1.63
O -1.47053 -0.14021 -0.60289 0.601 -1.636 -0.135 -0.37
C -1.77811 1.63514 -2.11425 -0.038 0.042 -0.083 -0.03
```
Forces are in eV/Å.

Its expectation value of S² is 0.778. Its HOMO energy (spin up / spin down) is -9.77 / -9.77 eV. The energy above the lowest of the compared OMol25 structures with the same formula, charge and spin is 2.9 kcal/mol. As for the HOMO-LUMO gap (spin up / spin down): 0.23026 / 0.15255 Ha. As for the multiplicity: 2. Its total charge is +1. The calculation puts the LUMO energy (spin up / spin down) at -3.5061 / -5.6189 eV.